Formula: C19H25NO5
Source: the OMol25 dataset
Level of theory: wB97M-V/def2-TZVPD

Each atom is followed by the atoms it is bonded to, with distances in Å.
Element x y z (Å)
1 C -6.927 -0.120 1.109  O2 1.409, H26 1.094, H27 1.089, H28 1.094
2 O -5.744 0.603 0.860  C1 1.409, C3 1.358
3 C -4.709 -0.025 0.246  O2 1.358, C4 1.393, C25 1.395
4 C -4.716 -1.355 -0.171  C3 1.393, C5 1.386, H29 1.078
5 C -3.600 -1.888 -0.797  C4 1.386, C6 1.379, H30 1.080
6 C -2.479 -1.116 -1.016  C5 1.379, C7 1.398, H31 1.079
7 C -2.457 0.216 -0.594  C6 1.398, C8 1.476, C25 1.389
8 C -1.224 0.988 -0.842  C7 1.476, O9 1.208, C10 1.533
9 O -0.323 0.584 -1.538  C8 1.208
10 C -1.097 2.347 -0.144  C8 1.533, O11 1.417, H32 1.091, H33 1.095
11 O 0.210 2.855 -0.348  C10 1.417, C12 1.338
12 C 1.192 2.136 0.207  O11 1.338, O13 1.208, C14 1.506
13 O 0.985 1.244 0.995  C12 1.208
14 C 2.543 2.608 -0.263  C12 1.506, C15 1.533, H34 1.094, H35 1.092
15 C 3.703 2.169 0.637  C14 1.533, C16 1.532, H36 1.090, H37 1.092
16 C 4.257 0.788 0.270  C15 1.532, O17 1.216, N18 1.340
17 O 5.383 0.639 -0.164  C16 1.216
18 N 3.395 -0.214 0.493  C16 1.340, C19 1.447, H38 1.011
19 C 3.695 -1.601 0.215  N18 1.447, C20 1.534, C24 1.531, H39 1.097
20 C 3.116 -2.043 -1.135  C19 1.534, C21 1.526, H40 1.091, H41 1.092
21 C 1.592 -2.095 -1.109  C20 1.526, C22 1.525, H42 1.091, H43 1.092
22 C 1.107 -3.016 0.006  C21 1.525, C23 1.525, H44 1.093, H45 1.093
23 C 1.637 -2.537 1.354  C22 1.525, C24 1.528, H46 1.092, H47 1.093
24 C 3.164 -2.489 1.343  C19 1.531, C23 1.528, H48 1.092, H49 1.092
25 C -3.573 0.755 0.035  C3 1.395, C7 1.389, H50 1.078
26 H -7.385 -0.472 0.179  C1 1.094
27 H -7.601 0.580 1.599  C1 1.089
28 H -6.745 -0.971 1.772  C1 1.094
29 H -5.581 -1.980 -0.014  C4 1.078
30 H -3.617 -2.919 -1.116  C5 1.080
31 H -1.606 -1.519 -1.504  C6 1.079
32 H -1.778 3.074 -0.589  C10 1.091
33 H -1.300 2.232 0.926  C10 1.095
34 H 2.680 2.219 -1.276  C14 1.094
35 H 2.500 3.696 -0.341  C14 1.092
36 H 4.525 2.877 0.537  C15 1.090
37 H 3.377 2.153 1.679  C15 1.092
38 H 2.465 0.009 0.819  N18 1.011
39 H 4.789 -1.667 0.168  C19 1.097
40 H 3.457 -1.353 -1.909  C20 1.091
41 H 3.510 -3.035 -1.370  C20 1.092
42 H 1.189 -1.092 -0.959  C21 1.091
43 H 1.226 -2.453 -2.074  C21 1.092
44 H 0.015 -3.039 0.026  C22 1.093
45 H 1.462 -4.032 -0.183  C22 1.093
46 H 1.230 -1.547 1.569  C23 1.092
47 H 1.302 -3.209 2.147  C23 1.093
48 H 3.534 -2.116 2.301  C24 1.092
49 H 3.555 -3.499 1.201  C24 1.092
50 H -3.605 1.780 0.365  C25 1.078

As for the frontier orbital gap: 0.3295 Eh. Its structure (SMILES) is COc1cccc(C(=O)COC(=O)CCC(=O)NC2CCCCC2)c1. The HOMO energy comes out at -9.038 eV. As for the charge: 0.

Formula: C5H8S
Source: the OMol25 dataset
Level of theory: wB97M-V/def2-TZVPD

Each atom is followed by the atoms it is bonded to, with distances in Å.
Element x y z (Å)
1 C 0.061 -1.016 0.547  C2 1.329, H5 1.077, H6 1.078
2 C 0.669 0.115 0.206  C1 1.329, C3 1.448, H7 1.082
3 C 2.111 0.248 0.187  C2 1.448, C4 1.329, H8 1.082
4 C 2.748 1.382 -0.083  C3 1.329, H9 1.078, H10 1.076
5 H -1.010 -1.119 0.590  C1 1.077
6 H 0.629 -1.892 0.816  C1 1.078
7 H 0.099 1.000 -0.046  C2 1.082
8 H 2.667 -0.649 0.425  C3 1.082
9 H 2.211 2.284 -0.326  C4 1.078
10 H 3.821 1.458 -0.058  C4 1.076
11 C -3.435 -0.531 -0.626  S12 1.608, H13 1.082, H14 1.083
12 S -4.323 0.529 0.193  C11 1.608
13 H -2.537 -0.232 -1.152  C11 1.082
14 H -3.711 -1.578 -0.672  C11 1.083

As for the frontier orbital gap: 0.3121 Eh. Its structure (SMILES) is C=CC=C.C=S. The HOMO energy comes out at -8.963 eV. As for the charge: 0.

Formula: CI2OS
Source: the OMol25 dataset
Level of theory: wB97M-V/def2-TZVPD

Each atom is followed by the atoms it is bonded to, with distances in Å.
Element x y z (Å)
1 C 0.484 -0.508 1.223  O2 1.154, I4 2.235
2 O 1.430 -0.119 1.757  C1 1.154
3 S -2.478 1.026 0.658  I5 2.343
4 I 0.385 -1.725 -0.650  C1 2.235, I5 3.421
5 I -2.950 -1.095 -0.219  S3 2.343, I4 3.421

The multiplicity is 3. As for the frontier orbital gap (spin up / spin down): 0.2902 / 0.2204 Eh. The HOMO energy (spin up / spin down) comes out at -8.678 / -8.796 eV. As for the charge: 0.